77
Properties=species:S:1:pos:R:3:forces:R:3 method="wB97M-V/def2-TZVPD" orbital_gap_ha=0.2527 molar_mass_g_mol=574.63 e_homo_ev=-8.59 smiles="CCCCc1c(P(=O)(O)O)c(CC=O)cc2nc(CCCS)c(COCOCCO)nc12.CCOC(C)=O" lumo_energy_ev=-1.71
C 1.660969 -1.559947 2.297966 1.33 -0.37 -0.17
C 1.388306 -0.135535 3.062905 -1.16 -0.12 0.12
C 1.463461 1.192583 2.086250 0.25 0.51 0.78
C 2.870488 1.274073 1.198401 -0.23 0.30 -0.29
C 2.660469 2.039066 -0.261572 0.85 2.04 -1.08
C 3.518235 3.435781 -0.590577 -3.43 -2.66 -3.45
P 4.785893 4.164682 0.636144 -1.56 1.70 5.21
O 4.050834 4.782235 1.930462 2.94 -2.75 -5.35
O 5.788548 5.438012 0.000855 0.11 -4.00 -0.32
O 5.897430 2.850461 1.076740 -0.82 3.04 -3.15
C 3.178068 4.135911 -2.068377 -1.99 -2.45 -0.96
C 3.873148 5.550795 -2.582444 -1.45 0.42 -0.13
C 3.373340 6.824120 -1.620835 -1.86 4.41 -1.69
O 2.791469 7.932058 -2.089273 3.53 -6.98 2.45
C 2.099760 3.450239 -3.137378 1.40 -0.66 3.42
C 1.288764 2.026955 -2.799096 1.47 1.70 0.38
N 0.385740 1.513518 -3.885992 0.68 -4.26 6.56
C -0.206052 0.221097 -3.396668 0.53 0.73 0.06
C -1.216690 -0.570443 -4.469353 0.18 1.57 -0.54
C -0.389091 -1.351885 -5.665658 0.57 0.04 0.34
C 0.233062 -2.803593 -5.222134 -0.85 -0.56 -0.53
S 2.060197 -2.706807 -4.679332 -0.80 -0.10 0.81
C 0.013103 -0.501434 -1.955452 2.32 2.81 0.43
C -0.739353 -1.935667 -1.562763 1.24 0.33 1.13
O -2.195684 -1.808203 -1.396541 1.47 0.55 0.84
C -2.557150 -0.981585 -0.234778 -0.62 -0.29 0.23
O -3.979073 -1.334369 0.089660 1.62 2.53 -0.16
C -4.822354 -0.125707 0.106022 -1.82 0.85 -1.00
C -6.114976 -0.225001 1.131400 0.04 0.23 0.82
O -7.258354 0.577444 0.603948 -0.20 -1.66 0.78
N 0.929849 0.080342 -0.918073 -1.71 1.65 -5.61
C 1.586882 1.362582 -1.343734 -0.01 0.10 -0.56
H 2.787701 -1.870540 2.534690 -2.43 0.47 -0.53
H 0.973755 -2.449849 2.651993 1.31 2.02 -0.52
H 1.607157 -1.495212 1.114569 -0.11 0.15 2.51
H 0.281484 -0.191884 3.502218 2.35 0.28 -0.93
H 2.084622 -0.001987 4.020001 -1.34 -0.35 -2.29
H 0.507415 1.316874 1.416092 1.99 -0.56 1.20
H 1.467585 2.130930 2.824442 0.02 -1.94 -1.75
H 3.325345 0.225500 0.947978 -1.12 1.83 0.49
H 3.646357 1.819712 1.901210 -1.49 -0.88 -1.87
H 6.629357 4.999927 -0.380782 -1.77 1.20 0.75
H 6.523690 2.828752 0.274336 -1.11 -0.47 1.74
H 5.043864 5.508676 -2.631931 -2.33 0.04 0.33
H 3.445704 5.816202 -3.664616 1.00 -0.74 2.42
H 3.589544 6.766786 -0.457414 -0.49 -0.06 -2.27
H 1.903299 3.981870 -4.187344 0.50 -1.31 2.67
H -2.022992 -1.229773 -3.936207 1.84 1.13 -0.82
H -1.819466 0.301364 -5.018336 1.35 -1.82 1.27
H -1.080690 -1.520971 -6.610893 1.30 0.43 2.09
H 0.532286 -0.664425 -5.981578 -2.13 -1.46 0.59
H -0.402283 -3.387528 -4.422327 1.18 1.34 -1.59
H 0.241967 -3.498734 -6.190045 0.21 1.50 2.17
H 2.117423 -2.722451 -3.258577 -0.73 0.05 -1.69
H -0.424839 -2.797818 -2.323400 -1.25 2.13 1.43
H -0.309294 -2.281735 -0.510221 -0.55 0.95 -2.16
H -1.943523 -1.243869 0.740504 -0.81 0.46 -2.17
H -2.422357 0.138734 -0.547995 -0.42 -2.00 0.81
H -5.286094 0.002909 -0.983849 0.98 -0.13 2.27
H -4.255934 0.863685 0.386424 -0.81 -2.09 -0.53
H -5.808565 0.314730 2.149236 -0.55 -1.57 -1.99
H -6.491808 -1.323047 1.301166 1.14 2.02 -0.30
H -8.137330 0.192191 0.940733 2.30 0.72 -0.66
O 0.114722 -3.304886 5.575758 -1.95 -0.40 -1.47
C -0.893117 -3.676644 4.976108 1.45 0.58 1.19
O -1.439002 -2.902710 4.012069 0.53 0.18 -0.13
C -2.490387 -3.325201 3.123832 -0.24 -0.02 0.11
C -3.850916 -3.119513 3.760500 -0.10 0.01 0.20
C -1.589134 -4.947226 5.367605 0.23 -0.68 -0.25
H -2.332356 -4.354228 2.787531 0.01 0.06 0.15
H -2.413953 -2.693758 2.232427 0.18 -0.05 0.28
H -3.967196 -3.720444 4.666394 0.00 -0.03 -0.14
H -4.648374 -3.387906 3.061831 0.11 0.05 0.04
H -3.979242 -2.073267 4.057047 0.05 -0.12 -0.15
H -2.247328 -4.749235 6.215637 0.05 -0.01 -0.08
H -0.830710 -5.680556 5.662370 -0.14 0.32 0.15
H -2.155621 -5.405225 4.560092 -0.20 0.12 0.06